29
Properties=species:S:1:pos:R:3 method="wB97M-V/def2-TZVPD" total_charge=+3 fmax_ev_per_a=4.17 lumo_energy_ev="-12.78 / -12.78" gap_ev="4.54 / 4.53" relative_energy_ev=1.149
Re 1.7577 -1.1343 0.0207
S 5.4975 0.5133 3.0906
Sb 5.3461 -1.7070 3.0338
S 3.3707 -1.8338 -1.1911
S 2.3522 -1.4110 2.0761
S 5.5602 -3.9172 3.0531
Br -1.8154 0.9633 -0.4801
C -3.0011 -0.5017 -0.4485
C -4.3608 -0.3082 -0.2701
C -5.2151 -1.4038 -0.2388
C -4.7278 -2.6956 -0.3864
C -3.3675 -2.9125 -0.5600
C -2.5456 -1.8066 -0.5969
I -0.4791 -2.1977 -1.0318
H -4.7520 0.6936 -0.1566
H -6.2744 -1.2463 -0.0872
H -5.3967 -3.5448 -0.3736
H -2.9886 -3.9201 -0.6796
Br 1.7308 5.4755 -0.8873
C 1.8270 3.6446 -0.6060
C 2.0825 2.7838 -1.6919
C 2.1832 1.4371 -1.4781
C 1.9770 0.8976 -0.1761
C 1.7770 1.7863 0.9172
C 1.6795 3.1334 0.7006
H 2.2170 3.1900 -2.6856
H 2.3956 0.7983 -2.3259
H 1.6710 1.4203 1.9289
H 1.4993 3.8033 1.5306

77
Properties=species:S:1:pos:R:3 method="wB97M-V/def2-TZVPD" total_charge=+1 fmax_ev_per_a=8.82 lumo_energy_ev=-4.44 gap_ev=7.37
C -2.7006 -2.8514 4.6783
C -2.3275 -4.4750 4.7774
C -1.2886 -4.7870 3.5463
C 0.2893 -4.8917 3.9782
C 0.8215 -3.6997 4.9700
C 1.6623 -2.5441 4.1050
C 1.6095 -1.0632 4.8212
C 2.4540 0.1016 3.9678
C 1.7369 0.1027 2.4568
C 2.4187 -0.6703 1.3431
F 3.6834 -1.4255 1.4962
C 1.6821 -0.7206 -0.1578
O 2.3869 -0.6879 -1.2916
C 0.0123 -0.7907 -0.0893
C -0.9070 -1.6705 -1.1281
C -0.2657 -2.5596 -2.3530
C -1.3059 -2.6931 -3.6560
O -1.2615 -1.7257 -4.5753
Br -2.5016 -4.2980 -3.6581
C -2.5460 -1.6638 -0.8809
C -3.2818 -0.8140 0.3458
C -2.3563 0.0844 1.3984
C -0.7374 0.0589 1.1411
C 0.2869 0.8868 2.1726
O -0.0097 2.0903 2.6935
H -2.3760 -2.3829 3.6299
H -2.1229 -2.2172 5.4920
H -3.8776 -2.6701 4.7370
H -1.7413 -4.6636 5.7901
H -3.3088 -5.1166 4.7486
H -1.4238 -4.0582 2.6107
H -1.5892 -5.8634 3.1268
H 0.9153 -4.8471 2.9629
H 0.4569 -5.9865 4.3972
H -0.0139 -3.1212 5.5499
H 1.5962 -4.1959 5.7286
H 1.1663 -2.5677 3.0217
H 2.8124 -2.8522 4.0251
H 0.4672 -0.7193 4.7750
H 1.9075 -1.0612 5.9566
H 2.2447 1.1205 4.5095
H 3.5843 -0.1968 3.9005
H -0.1269 -3.6779 -1.9583
H 0.7895 -2.2076 -2.7172
H -3.2835 -2.2814 -1.5734
H -4.4505 -0.8362 0.5390
H -2.8159 0.6855 2.2977
C 0.1583 4.3443 -1.1593
C 0.8958 3.3329 -2.0270
N -0.0232 2.5056 -2.9553
C -1.0791 1.7857 -2.0792
C 0.7830 1.3589 -3.6141
C 1.8911 1.7810 -4.5599
C -0.8247 3.3651 -3.9813
C -0.0254 4.3569 -4.8456
O 0.5765 5.3775 -4.0558
C 1.6221 6.0469 -4.7554
H -0.4596 3.8544 -0.4014
H 0.8879 4.9592 -0.6207
H -0.4765 5.0206 -1.7353
H 1.4160 2.6160 -1.3793
H 1.6534 3.8219 -2.6398
H -0.5569 1.2235 -1.2990
H -1.6549 1.1108 -2.7204
H -1.7498 2.5286 -1.6401
H 0.0671 0.7218 -4.1466
H 1.2132 0.7744 -2.7923
H 1.4970 1.9828 -5.5588
H 2.5953 0.9498 -4.6832
H 2.4653 2.6414 -4.2140
H -1.5674 3.9225 -3.3995
H -1.3561 2.6541 -4.6242
H -0.7268 4.8474 -5.5323
H 0.7191 3.8584 -5.4636
H 1.3630 6.2124 -5.8069
H 2.5360 5.4537 -4.6856
H 1.7962 7.0155 -4.2760

111
Properties=species:S:1:pos:R:3 method="wB97M-V/def2-TZVPD" total_charge=+3 multiplicity=2 fmax_ev_per_a=0.85 s_squared=0.761 lumo_energy_ev="-7.81 / -10.30" gap_ev="7.45 / 4.97" relative_energy_ev=0.000
Sn -0.8979 1.3975 1.0102
O 1.0855 0.6496 1.8453
C 1.9013 1.3270 2.8505
C 1.2834 1.2474 4.2356
C -0.1814 1.7126 4.2753
C -0.3530 3.0934 3.7142
C -0.2402 4.2381 4.4831
C -0.3393 5.4828 3.8810
C -0.5482 5.5622 2.5113
C -0.6614 4.3903 1.7970
N -0.5720 3.1823 2.3833
H 0.9750 -0.2934 2.0613
H 1.9553 2.3520 2.4853
H 2.9082 0.9133 2.8231
H 1.9068 1.8655 4.8859
H 1.3364 0.2320 4.6374
H -0.5595 1.6549 5.2953
H -0.8082 1.0320 3.6848
H -0.0731 4.1479 5.5482
H -0.2530 6.3832 4.4748
H -0.6240 6.5128 2.0038
H -0.8239 4.3997 0.7276
C 6.0824 -4.4318 -1.5738
C 4.9251 -3.4887 -1.4407
C 3.6744 -3.8058 -1.9578
C 2.6003 -2.9280 -1.8785
C 1.2748 -3.3535 -2.4553
C 2.8225 -1.6881 -1.2663
Te 1.1829 -0.3781 -1.2349
N 2.1044 1.3911 -1.3342
C 1.4399 2.4247 -0.9609
O 0.2817 2.4000 -0.2803
C 1.9365 3.7829 -1.2674
C 1.0371 4.8334 -1.4412
C 1.5015 6.0818 -1.8214
C 2.8618 6.2882 -2.0098
C 3.7606 5.2456 -1.8237
C 3.3002 3.9895 -1.4683
C 0.5200 -0.3510 -3.2118
C 1.4083 -0.1274 -4.2667
C 2.9027 -0.0061 -4.1465
C 0.8581 -0.0386 -5.5450
C -0.5028 -0.1486 -5.7844
C -1.0600 -0.0411 -7.1714
C -1.3514 -0.3720 -4.6980
C -0.8675 -0.4779 -3.4075
C -1.8498 -0.7172 -2.2832
C 4.0407 -1.3536 -0.6642
C 4.2980 -0.0849 0.1031
C 5.0762 -2.2716 -0.7818
H 5.7536 -5.4349 -1.8375
H 6.6564 -4.4829 -0.6493
H 6.7587 -4.0852 -2.3577
H 3.5255 -4.7670 -2.4362
H 1.2231 -4.4403 -2.5040
H 1.1259 -2.9683 -3.4648
H 0.4228 -3.0218 -1.8495
H -0.0241 4.6662 -1.3130
H 0.8039 6.8937 -1.9776
H 3.2233 7.2624 -2.3103
H 4.8199 5.4119 -1.9638
H 3.9915 3.1680 -1.3364
H 3.2577 0.1471 -3.1325
H 3.2458 0.8395 -4.7418
H 3.3807 -0.9032 -4.5459
H 1.5297 0.1280 -6.3795
H -0.3062 0.2962 -7.8791
H -1.8982 0.6552 -7.2002
H -1.4309 -1.0104 -7.5093
H -2.4174 -0.4687 -4.8706
H -2.8051 -1.0514 -2.6860
H -2.0418 0.2002 -1.7153
H -1.5074 -1.4831 -1.5817
H 3.4074 0.2878 0.6129
H 4.6485 0.7130 -0.5518
H 5.0651 -0.2642 0.8549
H 6.0321 -2.0309 -0.3302
C -6.8134 -3.5182 -0.1456
C -5.8068 -4.2425 0.4847
C -4.6584 -3.6041 0.9150
C -4.5412 -2.2170 0.7397
C -5.5568 -1.4901 0.1035
C -6.6911 -2.1448 -0.3348
P -3.1606 -1.3204 1.3975
C -3.6325 -0.4595 2.9051
C -3.9569 0.8963 2.8993
C -4.3929 1.5063 4.0663
C -4.5047 0.7652 5.2350
C -4.1995 -0.5910 5.2388
C -3.7678 -1.2108 4.0773
C -1.7221 -2.3291 1.6462
C -0.8824 -2.1443 2.7550
C 0.2963 -2.8662 2.8559
C 0.6587 -3.7577 1.8469
C -0.1590 -3.9301 0.7369
C -1.3405 -3.2141 0.6279
H -7.7023 -4.0292 -0.4911
H -5.9213 -5.3060 0.6442
H -3.8797 -4.1702 1.4097
H -5.4648 -0.4191 -0.0343
H -7.4824 -1.5910 -0.8209
H -3.9181 1.4703 1.9802
H -4.6628 2.5539 4.0591
H -4.8529 1.2383 6.1436
H -4.3130 -1.1715 6.1446
H -3.5542 -2.2733 4.0835
H -1.1767 -1.4732 3.5549
H 0.9235 -2.7615 3.7328
H 1.5740 -4.3279 1.9363
H 0.1224 -4.6291 -0.0394
H -1.9758 -3.3522 -0.2397

12
Properties=species:S:1:pos:R:3 method="wB97M-V/def2-TZVPD" total_charge=0 fmax_ev_per_a=5.62 smiles="CC(=O)[C@H]1CO1" lumo_energy_ev=0.86 gap_ev=11.00 relative_energy_ev=2.903
C 1.2815 0.8423 0.6440
C 0.3059 -0.2332 0.9653
O 0.0634 -0.6029 2.0884
C -0.4264 -0.8538 -0.1152
C -1.4320 -0.2212 -0.9395
O -0.2020 -0.4056 -1.6025
H 0.8556 1.5481 -0.0712
H 1.6043 1.3548 1.5481
H 2.1516 0.3966 0.1550
H -0.2967 -1.8531 -0.6337
H -1.6345 0.8170 -0.7033
H -2.2706 -0.7887 -1.3353

51
Properties=species:S:1:pos:R:3 method="wB97M-V/def2-TZVPD" total_charge=+2 fmax_ev_per_a=8.12 lumo_energy_ev=-7.79 gap_ev=7.11 relative_energy_ev=0.000
Bi 0.0465 -2.1083 0.9841
N 2.7280 -1.2260 0.7815
C 2.8676 0.1357 1.1541
C 4.0667 0.4980 1.7551
C 4.2964 1.8008 2.2135
C 3.2615 2.7295 2.1641
C 2.0100 2.3469 1.7087
C 1.7627 1.0527 1.1740
P 0.0774 0.4886 0.7161
C -0.0516 0.8373 -1.0642
C -1.2692 0.6657 -1.7613
C -1.3930 1.0447 -3.0796
C -0.3084 1.6262 -3.7358
C 0.9570 1.5950 -3.1308
C 1.0591 1.2765 -1.7932
C -1.2713 1.3653 1.6248
C -1.9415 2.4448 0.9907
C -2.9400 3.1313 1.6582
C -3.2896 2.7542 2.9703
C -2.6317 1.7261 3.5981
C -1.5776 1.0704 2.9510
H 3.3165 -1.8479 1.3605
H 2.8332 -1.4461 -0.2270
H 4.8478 -0.2548 1.7377
H 5.2556 2.0782 2.6541
H 3.3745 3.7466 2.5022
H 1.1814 3.0385 1.6967
H -2.1308 0.3305 -1.1565
H -2.3630 0.8927 -3.5688
H -0.3915 2.1352 -4.7149
H 1.8321 1.9325 -3.7267
H 1.9523 1.5351 -1.2481
H -1.7112 2.7303 -0.0358
H -3.5507 3.9187 1.1503
H -4.0812 3.2931 3.4613
H -2.9523 1.4229 4.6082
H -1.0467 0.2929 3.4830
N -3.0950 -1.9339 2.2687
C -2.1254 -2.3449 1.6516
H -4.1392 -1.9559 2.3239
O 1.9223 -2.8297 -1.4026
C 0.7595 -3.1510 -1.7935
C 0.4505 -4.0841 -2.9684
C -1.0696 -4.4041 -2.8681
C -1.5050 -3.6120 -1.6405
O -2.5462 -3.7840 -1.0216
N -0.4373 -2.7458 -1.2143
H 1.1334 -4.9448 -2.8434
H 0.7579 -3.6540 -3.9410
H -1.2482 -5.4683 -2.6689
H -1.6824 -4.1410 -3.7374

26
Properties=species:S:1:pos:R:3 method="wB97M-V/def2-TZVPD" total_charge=+1 fmax_ev_per_a=4.94 lumo_energy_ev=-3.89 gap_ev=7.73 relative_energy_ev=6.443
C 1.2886 2.3104 -2.1862
C 1.1193 1.4603 -3.0019
C -0.0106 -0.9072 1.4036
C 0.3942 -1.0050 0.1506
C 1.0586 3.2283 -1.1049
C -2.5695 -1.8012 3.9605
C 0.8120 1.2478 -5.2863
C -1.1980 -1.4084 3.5479
N -0.9284 -1.6017 2.0538
N 0.4380 -0.9006 -1.0995
O 1.0317 0.6959 -4.0056
H 0.5075 -0.1497 1.9587
H 2.0777 3.6412 -0.5548
H 0.6117 2.6357 -0.2906
H 0.6526 4.1547 -1.3905
H -2.7298 -2.8299 3.4426
H -2.5221 -1.8642 5.0039
H -3.3029 -1.0824 3.6126
H 0.0367 0.6836 -5.7683
H 1.8001 1.1836 -5.7723
H 0.6239 2.3329 -5.1508
H -0.4380 -1.9279 4.1284
H -1.0609 -0.3331 3.6730
H -0.4162 -0.4423 -1.5572
H 1.1604 -1.2107 -1.7680
H -1.5461 -2.3779 1.7153

17
Properties=species:S:1:pos:R:3 method="wB97M-V/def2-TZVPD" total_charge=+1 fmax_ev_per_a=4.50 smiles="CO[C@H]1C=NC=[NH+][C@H]1Cl" lumo_energy_ev=-5.74 gap_ev=8.78 relative_energy_ev=3.401
C -0.9887 -1.5312 -1.6987
O -0.1428 -1.0753 -0.5901
C 0.0168 0.2750 -0.5752
C -0.9737 1.1289 0.1191
N -1.1032 0.7754 1.3234
C -0.1875 0.1534 2.0143
N 1.0724 0.4679 1.6979
C 1.4313 0.6943 0.3462
Cl 2.6625 -0.4981 -0.1613
H -1.3513 -2.4325 -1.2141
H -0.3947 -1.5297 -2.5997
H -1.8049 -0.7478 -1.9636
H 0.2512 0.6024 -1.5503
H -1.5756 2.0926 -0.2653
H -0.5957 -0.5145 2.9060
H 1.9488 0.4263 2.2313
H 1.7351 1.7128 -0.0201

19
Properties=species:S:1:pos:R:3 method="wB97M-V/def2-TZVPD" total_charge=+1 fmax_ev_per_a=2.89 lumo_energy_ev=-3.83 gap_ev=11.03 relative_energy_ev=1.048
C -1.1227 1.5490 1.2426
C -0.0059 1.2009 2.2481
H -1.8441 2.0789 1.8667
H -0.6476 2.1075 0.4244
H -1.6270 0.7162 0.7840
H 0.9434 0.8307 1.8495
H -0.4438 0.6052 3.0486
H 0.3539 2.1281 2.7092
C 0.7716 -1.5211 -1.3724
C -0.6655 -1.5455 -0.8487
N 1.2285 -0.0944 -1.6203
H 1.3925 -1.7987 -0.5216
H 0.9696 -2.1864 -2.2025
H -1.2584 -0.6212 -0.8827
H -0.7381 -2.0003 0.1307
H 0.7998 0.2244 -2.4948
H 0.9827 0.5132 -0.8515
H 2.1940 -0.0903 -1.9482
H -1.2831 -2.0961 -1.5611

12
Properties=species:S:1:pos:R:3 method="wB97M-V/def2-TZVPD" total_charge=+1 fmax_ev_per_a=3.09 lumo_energy_ev=-6.16 gap_ev=9.11 relative_energy_ev=2.078
C -0.1983 1.4030 -0.7429
N 0.3573 0.3956 -1.3876
H -0.3179 1.2342 0.3237
H -0.5556 2.1256 -1.4808
H 0.1694 -0.6059 -1.1201
H 1.2159 0.5026 -1.9166
H -1.0531 -2.6747 -0.4189
H 0.0718 -2.7733 -1.3803
O -0.5439 -2.1164 -1.0243
H -0.3411 0.5586 3.4082
H 1.0527 0.9223 3.0217
O 0.1427 1.0284 2.7179

95
Properties=species:S:1:pos:R:3 method="wB97M-V/def2-TZVPD" total_charge=+3 multiplicity=6 fmax_ev_per_a=1.85 s_squared=8.764 lumo_energy_ev="-6.98 / -8.59" gap_ev="7.94 / 6.40" relative_energy_ev=0.000
Fe 0.7804 -0.9486 0.2047
C -1.1224 -1.4618 2.6934
N 0.2116 -0.8769 2.5022
C 1.1400 -1.3094 3.5671
C 0.0150 0.6171 2.6038
C 1.1443 1.3344 1.9755
C 1.9273 2.1900 2.7165
C 3.0465 2.7772 2.1522
C 3.3632 2.5585 0.8553
C 2.5576 1.6574 0.1593
C 1.4641 0.9405 0.6561
H -1.5905 -1.0804 3.6075
H -1.0651 -2.5478 2.6798
H -1.7902 -1.1227 1.8693
H 0.7357 -1.0207 4.5467
H 2.1292 -0.8551 3.4869
H 1.2550 -2.4240 3.5900
H -0.2062 0.9425 3.6217
H -0.8856 0.8426 2.0148
H 1.7183 2.3815 3.7801
H 3.6670 3.4196 2.7542
H 4.2366 3.0524 0.3943
H 2.9068 1.5109 -0.8617
C 4.4456 -2.6321 2.0022
C 4.4077 -1.8727 0.7086
N 3.3131 -1.7231 -0.0376
C 3.6407 -1.0872 -1.2230
C 4.9112 -0.6991 -1.3224
S 5.8168 -1.1825 0.0211
C 2.5870 -0.8553 -2.2355
C 2.8729 -0.5021 -3.5189
S 1.4166 -0.1833 -4.3643
C 0.5026 -0.5153 -2.9596
N 1.2098 -0.9323 -1.9483
C -1.0231 -0.4114 -2.9558
H 4.2542 -3.7147 1.7595
H 3.6770 -2.3073 2.6959
H 5.4073 -2.5829 2.5367
H 5.3723 -0.1929 -2.1523
H 3.8754 -0.4016 -3.9355
H -1.3459 0.4410 -3.5762
H -1.3633 -0.2346 -1.9377
H -1.4780 -1.3024 -3.3264
C -5.4032 0.7765 1.2155
Sb -3.8238 0.2214 -0.1486
C -4.7750 0.7200 -2.0384
C -4.1171 -1.9472 -0.3316
H -5.5842 -0.0452 1.9026
H -6.3379 0.9705 0.6733
H -5.0433 1.6093 1.7767
H -5.6504 0.0641 -2.2275
H -4.0110 0.6489 -2.8361
H -5.0790 1.7604 -1.9170
H -5.1730 -2.1307 -0.6011
H -3.7807 -2.3580 0.6250
H -3.4963 -2.2603 -1.1950
N 2.2762 -3.8345 -1.4688
C 1.1214 -4.7653 -1.4760
P -0.4227 -3.8507 -1.0080
O -1.1477 -3.6339 -2.2845
O -0.0691 -2.7601 -0.0274
C -1.5936 -4.9709 -0.1479
N -2.7458 -5.3177 -1.0681
H 2.1012 -3.1022 -2.1656
H 3.0968 -4.3378 -1.8180
H 2.4551 -3.2784 -0.5694
H 1.3361 -5.6476 -0.8722
H 1.0334 -5.1039 -2.5089
H -2.0178 -4.4150 0.7017
H -1.2029 -5.8973 0.2697
H -3.6355 -4.8622 -0.7921
H -2.8598 -6.3242 -1.1584
H -2.5101 -4.9720 -2.0066
C -0.7281 3.9216 -2.8524
C 0.0052 2.9747 -1.9160
P -0.0959 3.3235 -0.1143
C -1.7951 3.7849 0.3027
C -2.1193 3.7563 1.7886
C 1.0377 4.6403 0.3595
C 0.7205 5.5211 1.6286
H -0.5570 3.6533 -3.9060
H -0.4838 4.9585 -2.7198
H -1.7952 3.8552 -2.6675
H 1.1081 2.8823 -2.0998
H -0.3507 1.9132 -2.0371
H -2.5113 3.1480 -0.2673
H -1.9283 4.8149 -0.0663
H -2.5165 2.7632 2.1539
H -2.8029 4.5670 1.9719
H -1.2336 3.9736 2.4199
H 0.9271 5.2822 -0.5098
H 2.0583 4.3122 0.3866
H -0.1836 6.0982 1.5234
H 1.5279 6.2574 1.7261
H 0.6382 4.9575 2.5975

23
Properties=species:S:1:pos:R:3 method="wB97M-V/def2-TZVPD" total_charge=0 fmax_ev_per_a=2.21 lumo_energy_ev=0.75 gap_ev=8.63 relative_energy_ev=4.377
C 0.2706 2.1738 -0.7019
C 0.4725 -0.1222 -1.7383
C -1.9558 -0.8347 -0.1339
C 0.1416 0.6661 -0.4805
C -1.0112 0.2353 0.3003
H -1.4513 1.0086 0.9254
H -0.1802 0.1666 -2.5684
H -0.0737 2.7441 0.1650
H -0.3123 2.4950 -1.5704
H 1.3174 2.4354 -0.8800
H 0.3854 -1.1971 -1.5789
H 1.5084 0.0784 -2.0213
H -2.7255 -1.0202 0.6169
H -1.4158 -1.7682 -0.3141
H -2.4318 -0.5437 -1.0774
N 0.1423 -0.6323 1.6333
N 0.3591 -2.0019 1.2659
C 1.3047 0.2917 0.7559
O 2.3658 -0.2674 0.4270
H 0.3865 -0.4316 2.6048
H 1.3216 -2.0906 0.9253
H 0.2475 -2.5989 2.0788
H 1.3340 1.2137 1.3665

21
Properties=species:S:1:pos:R:3 method="wB97M-V/def2-TZVPD" total_charge=+2 fmax_ev_per_a=5.61 lumo_energy_ev=-9.97 gap_ev=9.26 relative_energy_ev=3.076
C -0.1621 0.2497 -0.1009
C 0.8187 1.3585 0.0384
C 1.1785 -1.4310 -0.0517
C 2.2350 0.8005 -0.2712
C -2.0257 -1.2026 -0.0095
C -2.2626 1.2506 0.0199
N -1.3892 0.0407 -0.0721
N 2.3526 -0.6037 0.2011
O 0.5941 2.4722 0.3354
H 0.7958 -1.9744 0.7855
H 1.0311 -1.9258 -0.9788
H 2.3762 0.8456 -1.3108
H 2.8557 1.5303 0.2898
H -2.0357 -1.3996 1.0812
H -1.3985 -1.9358 -0.5946
H -2.9579 -1.1762 -0.4313
H -3.2884 0.8713 0.3290
H -2.3991 1.6282 -0.9748
H -1.8693 2.1103 0.4386
H 2.1798 -0.5012 1.1791
H 3.3712 -1.0076 0.0975